No. 1
ORCA calculation (wB97M-V/def2-TZVPD) on a 2-piece molecular cluster, C3H6Br2O2 overall.

As for the SMILES: C=C(Br)C(O)O.Br. The energy is -147386.3613 eV. Its energy above the lowest of the compared OMol25 structures with the same formula, charge and spin is 2.117 eV. The LUMO energy is 0.0192 hartree. Its net charge is 0. The orbital gap is 0.3768 Eh.

Last column: Löwdin charge in e.
CARTESIAN COORDINATES (ANGSTROEM)
H1 0.61436 0.69350 -2.21554  0.1157
Br1 3.11819 -0.50628 -0.14012  0.4838
O1 -1.56375 1.19336 -1.00354  -0.0611
H2 0.75841 0.06325 2.03430  0.0628
H3 0.02158 1.60484 0.08879  0.1461
H4 0.10891 -1.66790 2.01819  0.0575
C1 -0.70694 -0.48191 0.56906  -0.7235
H5 1.94132 -0.44199 -0.65678  -0.4394
Br2 -2.03736 -1.58225 -0.05154  0.8644
C2 -0.43405 0.75427 -0.40725  -0.4824
H6 -2.41383 0.84131 -0.49272  0.1233
O2 0.51455 0.19968 -1.38629  -0.1229
C3 0.07862 -0.66988 1.64345  -0.0243

Atoms 1-3, force components in eV/Å:
H -0.49 0.27 0.51
Br 5.33 -0.45 2.32
O -3.64 -0.31 0.54

=====

No. 2
ORCA calculation (wB97M-V/def2-TZVPD) on a 2-piece molecular cluster, C3H6Br2Si overall.

The energy is -151169.2009 eV. Its energy above the lowest of the compared OMol25 structures with the same formula, charge and spin is 3.508 eV. The LUMO energy (alpha / beta) is -0.0506 / -0.0180 hartree. Its net charge is 0. The orbital gap (alpha / beta) is 0.2465 / 0.2802 Eh.

Last column: Löwdin charge in e.
CARTESIAN COORDINATES (ANGSTROEM)
H1 -0.91128 1.11779 1.51464  0.0412
Br1 1.10343 0.11382 -2.57944  0.2600
Si1 0.72503 2.12346 -1.75765  -0.2090
H2 0.20598 3.23041 -2.63201  -0.1300
H3 -1.61900 -0.67844 -0.07326  0.0935
C1 0.13509 -1.84529 0.14632  -0.0284
C2 -0.25962 0.30635 1.24097  -0.0127
H4 1.11623 -2.14154 0.44345  0.0505
H5 0.76849 0.22326 1.66254  0.0758
Br2 2.53499 3.22573 -1.03475  0.1629
H6 -0.18209 -2.23495 -0.83913  0.0425
C3 -0.62413 -0.69653 0.35570  -0.3464

Atoms 1-3, force components in eV/Å:
H 0.03 0.16 0.03
Br 0.17 0.21 -0.41
Si -0.10 0.81 0.71

=====

No. 3
ORCA calculation (wB97M-V/def2-TZVPD) on a 2-piece molecular cluster, C3H6BrCl2FNO4PS overall.

As for the SMILES: C/C(Cl)=C(/Cl)N(P(O)Br)S(=O)(=O)F.O. The energy is -130817.8550 eV. Its energy above the lowest of the compared OMol25 structures with the same formula, charge and spin is 0.299 eV. The LUMO energy is -0.0035 hartree. Its net charge is 0. The orbital gap is 0.3475 Eh.

Last column: Löwdin charge in e.
CARTESIAN COORDINATES (ANGSTROEM)
S1 -0.01707 0.14762 2.28576  0.4815
C1 1.34173 1.28997 0.34181  -0.8472
C2 -0.95330 1.99800 -0.33552  -0.0869
F1 0.78372 -0.72512 3.27255  -0.1490
P1 1.30774 -1.40335 0.06003  0.5802
N1 0.86306 0.09199 0.89613  -0.4397
O1 -1.18358 -3.09652 -2.53022  -0.0586
H1 -1.16553 1.02681 -0.77212  0.0804
H2 -1.38139 2.77256 -0.95295  0.0695
O2 -1.27411 -0.47700 2.10223  -0.2783
H3 -0.30070 -3.46332 -2.63673  0.0438
Br1 0.33949 -3.06345 1.21473  0.3789
O3 0.01585 1.47150 2.78790  -0.2198
H4 -1.50347 -2.97650 -3.42900  0.0489
O4 0.37114 -1.34943 -1.26050  -0.3663
Cl1 1.12487 3.65430 -0.86561  0.7188
Cl2 3.05155 1.56967 0.43966  0.6745
C3 0.52194 2.18417 -0.22555  -0.7255
H5 -1.41583 1.99341 0.64343  0.0763
H6 -0.52609 -1.64530 -1.03602  0.0185

Atoms 1-3, force components in eV/Å:
S -1.17 1.56 -0.26
C 0.34 0.73 -0.35
C 0.08 -0.38 -0.02

=====

No. 4
ORCA calculation (wB97M-V/def2-TZVPD) on a 2-piece molecular cluster, C3H6BrClIN overall.

The energy is -95361.3023 eV. Its energy above the lowest of the compared OMol25 structures with the same formula, charge and spin is 1.529 eV. The LUMO energy is -0.0739 hartree. Its net charge is 0. The orbital gap is 0.1804 Eh.

Last column: Löwdin charge in e.
CARTESIAN COORDINATES (ANGSTROEM)
C1 0.67324 -0.68720 -0.79729  -0.0904
H1 -0.34556 0.72273 1.87883  0.0966
C2 -1.68240 -0.67577 -0.08180  -1.1265
N1 -0.47920 -0.20400 -0.01913  -0.2840
Cl1 -2.10899 -1.93908 -1.11719  0.7494
H2 -0.39096 1.92687 0.53106  0.1250
H3 1.03530 0.23840 -1.40468  0.1149
I1 -3.16937 0.38027 0.94554  1.0218
Br1 3.58137 1.13500 0.23096  -0.5974
H4 1.69456 -1.10388 -0.32681  0.1138
C3 -0.07630 0.88489 0.80554  -0.1546
H5 0.26466 -1.48686 -1.52684  0.0625
H6 1.00364 0.80862 0.88179  -0.0309

Atoms 1-3, force components in eV/Å:
C 1.41 -1.20 -3.27
H -0.42 0.01 -0.88
C 0.43 1.17 0.04

=====

No. 5
ORCA calculation (wB97M-V/def2-TZVPD) on one molecule with the formula C3H6BrF2OP.

As for the SMILES: CCOP(F)[C@H](F)Br. The energy is -90021.5205 eV. Its energy above the lowest of the compared OMol25 structures with the same formula, charge and spin is 0.629 eV. The LUMO energy is 0.0059 hartree. Its net charge is 0. The orbital gap is 0.3517 Eh.

Last column: Löwdin charge in e.
CARTESIAN COORDINATES (ANGSTROEM)
C1 0.97638 -1.80725 0.14164  -0.2933
H1 -3.43053 -1.57006 -1.87048  0.0130
C2 1.27193 -0.29203 0.16202  -0.1175
P1 -1.38714 -0.96326 -0.57961  0.9389
H2 1.53722 -2.30111 -0.64088  0.1171
F1 -3.47000 -2.98816 -0.47138  -0.1178
H3 1.10957 0.12222 1.15674  0.0740
H4 1.22019 -2.19204 1.12789  0.1219
C3 -2.75962 -2.19294 -1.36889  -0.7679
Br1 -1.89392 -3.37046 -2.72035  0.6187
H5 2.34403 0.06306 0.01560  0.0994
H6 0.73883 0.12171 -0.68840  0.0225
O1 -0.32032 -2.03788 -0.25601  -0.3959
F2 -1.63266 -0.57731 1.08135  -0.3132

Atoms 1-3, force components in eV/Å:
C 2.45 1.59 -0.21
H -1.15 0.82 -0.96
C 2.12 0.09 0.02

=====

No. 6
ORCA calculation (wB97M-V/def2-TZVPD) on C3H6BrIO as an isolated structure.

The energy is -83394.7878 eV. Its energy above the lowest of the compared OMol25 structures with the same formula, charge and spin is 3.615 eV. The LUMO energy (alpha / beta) is -0.0285 / -0.0135 hartree. Its net charge is 0. The orbital gap (alpha / beta) is 0.2793 / 0.2948 Eh.

Last column: Löwdin charge in e.
CARTESIAN COORDINATES (ANGSTROEM)
H1 1.79914 0.13190 -0.76844  0.1063
Br1 -1.30379 2.78587 0.27692  0.5887
O1 -1.13922 0.81885 -1.71708  -0.2252
H2 -1.60109 1.53958 -2.11539  0.0617
C1 1.26860 0.02788 0.27457  -0.0496
H3 1.44864 -1.85822 1.42855  0.0975
H4 1.68250 0.55304 1.17412  0.0752
C2 -1.00827 0.98880 -0.38161  -1.1670
H5 -0.26702 -1.18596 0.97828  -0.0932
H6 0.76084 -2.00256 -0.19996  0.0813
I1 -2.45420 -0.49827 0.38036  0.7979
C3 0.81387 -1.30091 0.66968  -0.2735

Atoms 1-3, force components in eV/Å:
H -1.22 0.20 2.29
Br 0.07 -0.36 -0.25
O 1.26 -0.03 0.38

=====

No. 7
ORCA calculation (wB97M-V/def2-TZVPD) on one molecule with the formula C3H6BrNO2S.

As for the SMILES: NS(=O)(=O)C1(Br)CC1. The energy is -89668.3599 eV. Its energy above the lowest of the compared OMol25 structures with the same formula, charge and spin is 0.642 eV. The LUMO energy is 0.0246 hartree. Its net charge is 0. The orbital gap is 0.3696 Eh.

Last column: Löwdin charge in e.
CARTESIAN COORDINATES (ANGSTROEM)
Br1 2.00129 0.88569 1.09778  0.8292
H1 0.71695 -0.37796 -2.43266  0.0805
H2 -0.58960 1.51021 2.13563  0.1032
C1 -0.90570 0.69415 1.47520  -0.2205
O1 0.84120 -2.40946 0.28331  -0.2848
H3 -1.56888 -0.09786 1.88350  0.1282
H4 1.87690 -1.47139 -1.85215  0.1081
S1 0.21682 -1.26942 -0.26736  0.5105
H5 -1.30718 0.87262 -0.77595  0.0473
O2 -1.09824 -1.43973 -0.82806  -0.3120
H6 -0.71113 2.38500 -0.02065  0.1161
N1 1.09865 -0.79562 -1.58382  -0.1138
C2 0.35263 0.22941 0.77882  -0.9279
C3 -0.92370 1.28436 0.10640  -0.0641

Atoms 1-3, force components in eV/Å:
Br 1.72 0.50 0.51
H -0.56 -0.20 0.90
H -0.58 -0.66 0.44

=====

No. 8
ORCA calculation (wB97M-V/def2-TZVPD) on C3H6BrNO2S as an isolated structure.

The energy is -89668.8416 eV. Its energy above the lowest of the compared OMol25 structures with the same formula, charge and spin is 0.160 eV. The LUMO energy is 0.0205 hartree. Its net charge is 0. The orbital gap is 0.3808 Eh.

Last column: Löwdin charge in e.
CARTESIAN COORDINATES (ANGSTROEM)
O1 0.65583 -0.61260 2.71607  -0.3420
O2 -1.52033 -1.20834 1.33885  -0.3321
S1 -0.10451 -0.96066 1.54025  0.5726
H1 -0.69140 2.89161 -1.14078  0.0958
H2 0.77876 2.17506 -2.01826  0.1016
Br1 2.29208 0.40968 0.38650  0.7391
H3 -1.55658 0.61629 -0.38298  0.1153
H4 -1.01235 1.95312 -2.61692  0.0678
C1 0.41299 0.18105 0.17347  -0.7457
H5 -0.22436 -3.05496 0.73010  0.0438
C2 -0.35246 1.95382 -1.72159  -0.1008
N1 0.48058 -2.44855 1.02466  -0.0553
H6 1.32089 -2.69962 0.64021  0.0287
C3 -0.47915 0.80411 -0.66957  -0.1887

Atoms 1-3, force components in eV/Å:
O -1.60 0.12 -0.76
O 0.64 1.05 1.41
S 0.88 -1.76 -2.47

=====

No. 9
ORCA calculation (wB97M-V/def2-TZVPD) on C3H6BrNO2S as an isolated structure.

The energy is -89666.4526 eV. Its energy above the lowest of the compared OMol25 structures with the same formula, charge and spin is 2.549 eV. The LUMO energy (alpha / beta) is -0.0441 / -0.0233 hartree. Its net charge is 0. The orbital gap (alpha / beta) is 0.2827 / 0.3084 Eh.

Last column: Löwdin charge in e.
CARTESIAN COORDINATES (ANGSTROEM)
N1 -0.40925 0.98484 -1.62577  -0.1265
O1 0.81300 1.83179 0.34058  -0.3089
C1 1.16248 -1.06554 -0.01723  0.0620
H1 1.05565 -1.92691 -0.68213  0.0849
H2 1.62531 -0.16263 -0.34247  0.0460
H3 0.91034 -0.30944 1.96549  0.0943
H4 -1.01371 0.23819 -2.11897  0.0759
Br1 -2.04881 -1.30017 -0.06536  0.7733
S1 -0.44918 1.21310 0.05730  0.4783
C2 -0.74820 -0.32299 0.85552  -0.7233
O2 -1.63794 1.95944 0.37317  -0.3338
C3 0.49738 -1.07778 1.33408  -0.3136
H5 -0.08836 1.77871 -2.17612  0.0702
H6 0.33130 -1.84061 2.10191  0.1211

Atoms 1-3, force components in eV/Å:
N -0.78 -2.17 -0.35
O 0.29 -0.48 0.51
C -1.77 -1.50 1.93

=====

No. 10
ORCA calculation (wB97M-V/def2-TZVPD) on C3H6BrNO2S as an isolated structure.

The energy is -89666.8356 eV. Its energy above the lowest of the compared OMol25 structures with the same formula, charge and spin is 2.166 eV. The LUMO energy is 0.0117 hartree. Its net charge is 0. The orbital gap is 0.3658 Eh.

Last column: Löwdin charge in e.
CARTESIAN COORDINATES (ANGSTROEM)
S1 -1.44025 1.13785 0.22711  0.4786
C1 -0.66998 -0.48990 0.16160  -0.8237
C2 0.67217 -0.64853 0.41784  -0.0406
H1 -0.75904 1.91196 -1.70490  0.0635
Br1 -1.97678 -1.87699 0.18633  0.7173
N1 -1.58515 1.44531 -1.37719  -0.0810
O1 -0.44182 2.03752 0.76833  -0.3200
C3 2.39022 -1.71107 0.48436  0.0613
O2 -2.73569 0.97846 0.73908  -0.3190
H2 2.97769 -1.01631 -0.13988  0.0270
H3 -2.39883 2.14650 -1.41457  0.1180
H4 2.65169 -1.57421 1.49513  0.0049
H5 2.37199 -2.71915 -0.13171  0.0870
H6 0.94380 0.37854 0.28845  0.0268

Atoms 1-3, force components in eV/Å:
S 3.24 -0.24 -0.56
C 1.77 -2.27 1.49
C 0.07 -0.31 -1.51

=====

What is the net charge in the tenth record?
0